No. 1
The following is a quantum chemistry calculation of a gas-phase ion, C3H2NO2S2 (charge -1), from the Open Molecules 2025 dataset.

Structure (XYZ):
```
10
Properties=species:S:1:pos:R:3:forces:R:3
S 2.1835 -0.4488 -0.4595 0.46 -0.68 -0.22
C 0.6089 -1.0538 -0.2525 -2.39 -2.71 -0.01
H 2.5635 1.6448 0.3612 -0.16 1.06 0.15
O -2.8986 -0.2170 1.1099 -0.14 -0.50 0.11
C 1.6622 1.0714 0.2054 1.93 -0.56 0.03
H 0.2924 -2.1419 -0.3977 0.92 1.60 -0.35
O -2.4201 -0.2171 -1.3430 -0.32 -0.31 0.09
S -2.1367 0.3596 -0.0077 -0.16 0.52 -0.37
C -0.3635 -0.2540 0.1759 2.92 3.91 1.27
N 0.5085 1.2567 0.6080 -3.06 -2.34 -0.71
```
Forces are in eV/Å.

Results
* gap between HOMO and LUMO: 6.6865 eV
* LUMO energy: 0.1097 hartree
* energy relative to the best compared isomer or geometry (same formula, charge and spin): 2.407 eV
* spin multiplicity: 1
* total charge: -1

Charge distribution, Löwdin scheme, values in e: atom 1 (S): 0.87, atom 2 (C): -0.55, atom 3 (H): 0.04, atom 4 (O): -0.56, atom 5 (C): -0.64, atom 6 (H): 0.10, atom 7 (O): -0.57, atom 8 (S): 0.60, atom 9 (C): -0.29, atom 10 (N): 0.01

No. 2
The following is a quantum chemistry calculation of a molecular structure, C2H4INS2, from the Open Molecules 2025 dataset.

Structure (XYZ):
```
10
Properties=species:S:1:pos:R:3:forces:R:3
S -0.8360 1.4114 -1.8345 -0.25 -0.45 -0.22
N 1.1554 -0.9656 -0.6507 0.98 0.59 1.23
H 0.2073 -1.5009 1.1576 0.89 2.22 -0.30
I 1.2621 -2.8269 -1.1713 1.01 -1.68 0.49
H 1.7922 -0.4444 1.4074 -1.18 -1.10 -1.26
S -0.9181 -1.3164 -3.0027 -0.23 0.37 -0.11
H 0.5274 0.4390 0.7113 -0.81 -1.15 -0.01
C -0.3906 -0.2295 -1.9728 -1.71 1.13 -1.59
C 0.8603 -0.6331 0.7131 1.04 -0.31 1.55
H -1.8426 1.3564 -2.7615 0.26 0.38 0.22
```
Forces are in eV/Å.

Results
* gap between HOMO and LUMO (alpha / beta): 6.6036 / 6.7455 eV
* LUMO energy (alpha / beta): 0.0035 / -0.0734 hartree
* energy relative to the best compared isomer or geometry (same formula, charge and spin): 0.679 eV
* spin multiplicity: 3

Charge distribution, Löwdin scheme, values in e: atom 1 (S): 0.68, atom 2 (N): -0.68, atom 3 (H): 0.09, atom 4 (I): 0.88, atom 5 (H): 0.11, atom 6 (S): 0.53, atom 7 (H): 0.06, atom 8 (C): -1.24, atom 9 (C): -0.30, atom 10 (H): -0.12

No. 3
The following is a quantum chemistry calculation of 5 unconnected molecules or ions with the total composition C29H33BF4NO, from the Open Molecules 2025 dataset.

Structure (XYZ):
```
69
Properties=species:S:1:pos:R:3:forces:R:3
C -1.1041 -8.3673 0.1619 0.03 -0.07 0.01
C -2.0897 -6.2909 -0.5528 -0.03 0.14 -0.18
H -3.5576 -0.0263 2.2041 -0.08 0.24 -0.42
F -3.4853 -5.1204 0.9314 -0.08 0.04 0.04
H -0.4320 -2.7172 2.1969 0.07 0.35 -0.18
C 4.7307 3.1921 -2.8461 -0.19 -0.14 0.54
B -0.9591 0.8726 1.2187 0.14 -0.78 0.22
H -1.6212 0.6413 2.2176 -0.18 0.28 0.34
H 3.6070 4.0128 2.5878 -0.05 0.00 -0.02
H -0.7841 -7.4799 -1.7670 -0.02 0.03 0.00
H 0.2906 2.6485 -6.4332 0.01 0.02 0.05
C -1.9380 0.8844 -0.1188 -1.04 -0.46 0.81
O -0.2074 -1.5096 0.4779 0.31 -0.22 0.72
C 3.0088 3.6849 3.4287 0.11 0.07 -0.12
H -4.7155 0.9623 1.2532 0.26 -0.34 0.18
C 1.3309 2.1929 4.3172 -0.19 -0.23 0.10
H 6.7331 3.0099 -2.1201 -0.03 0.02 -0.04
H -1.6012 -9.0102 2.1496 -0.01 0.03 0.01
H 1.9084 2.7246 -1.0555 0.02 -0.02 0.01
C 3.3771 3.1207 -2.5693 -0.06 0.05 -0.19
H -2.0432 3.1277 -2.8912 0.04 -0.02 0.02
C 1.4588 2.7956 5.5613 0.21 0.15 -0.19
C -2.5382 -7.1449 1.6586 -0.10 0.01 0.17
H 3.5842 2.3006 0.7056 -0.02 -0.06 -0.05
F 5.1347 3.5051 -4.0963 0.04 0.02 -0.08
C -0.4150 2.2349 -5.7234 0.19 0.16 -0.14
H -4.8223 -0.8281 1.2472 0.26 0.36 -0.22
H 2.4482 4.3172 6.7101 0.00 0.00 -0.03
C -1.7388 2.5071 -3.7242 -0.02 0.20 0.07
C 5.2642 2.6322 -0.5835 -0.27 0.05 -0.19
H -2.2780 1.9359 -0.2454 0.17 -0.45 -0.19
H -2.2440 -5.5223 -1.2991 0.01 0.05 0.07
H 0.6336 1.3806 4.1539 -0.01 0.05 -0.13
H -3.0314 -7.0287 2.6151 -0.01 0.04 -0.03
C 3.9072 2.5517 -0.2913 0.18 0.02 -0.01
F 1.9882 2.0599 2.0746 0.15 -0.01 0.04
N -3.5317 -0.7763 -0.9534 0.28 0.62 0.22
C 2.9649 2.7930 -1.2839 0.15 0.02 0.01
C -4.1226 0.0267 1.2623 0.21 0.41 -0.09
H -1.3200 -3.1688 0.7249 0.12 0.30 0.24
H -1.3727 0.5065 -0.9869 -0.47 0.35 0.03
H 0.6994 -0.4930 2.1216 -0.28 -0.27 -0.42
C 3.1259 4.2913 4.6729 -0.15 -0.17 0.06
H -0.5816 0.3341 -6.7008 0.01 0.03 0.00
C -2.7075 -6.1816 0.6799 0.29 -0.35 -0.09
C 0.2139 -0.2968 1.1330 0.30 1.34 -0.55
C -1.8218 0.4414 -4.9503 -0.05 -0.02 -0.01
C 2.3540 3.8460 5.7391 0.00 0.02 0.07
H -2.9497 0.8344 -3.1541 0.12 -0.09 0.04
C -0.9811 -2.3022 1.3262 -0.60 -0.82 -0.43
H -2.2085 -0.5630 -5.0675 0.02 0.01 0.04
H -0.3856 1.9337 1.3177 0.03 0.36 0.12
H -4.3842 -1.2941 -0.7315 0.10 0.01 0.12
C -0.8351 2.9976 -4.6496 -0.24 -0.54 0.00
H 3.8192 5.1116 4.8098 0.01 -0.02 -0.03
C 2.1102 2.6444 3.2675 -0.05 0.17 0.39
F -0.3502 4.2493 -4.5018 0.05 0.09 -0.01
H 2.6571 3.3198 -3.3533 0.02 -0.02 0.00
C -2.2415 1.2211 -3.8777 0.08 0.07 -0.14
C -1.7354 -8.2466 1.3943 0.02 0.13 -0.22
H -1.8985 -1.8112 1.6995 0.37 0.12 -0.06
C -0.9094 0.9457 -5.8694 -0.16 0.03 0.21
C 5.6809 2.9498 -1.8707 0.23 0.04 -0.11
C -3.2140 0.0200 0.0162 0.21 -0.76 -0.71
H 1.0231 0.1366 0.4977 -0.30 -0.60 0.16
H 5.9977 2.4470 0.1912 0.01 -0.01 -0.03
H 0.8595 2.4474 6.3926 -0.02 -0.01 -0.03
C -1.2795 -7.3887 -0.8091 -0.10 -0.05 0.23
H -0.4745 -9.2249 -0.0407 -0.01 0.03 0.00
```
Forces are in eV/Å.

Results
* gap between HOMO and LUMO: 7.0600 eV
* LUMO energy: 0.0969 hartree
* spin multiplicity: 1
* total charge: -1

Charge distribution, Löwdin scheme, values in e: atom 1 (C): -0.11, atom 2 (C): -0.01, atom 3 (H): 0.04, atom 4 (F): 0.07, atom 5 (H): 0.08, atom 6 (C): -0.29, atom 7 (B): -0.50, atom 8 (H): 0.03, atom 9 (H): 0.11, atom 10 (H): 0.10, atom 11 (H): 0.11, atom 12 (C): -0.16, atom 13 (O): -0.23, atom 14 (C): -0.02, atom 15 (H): 0.07, atom 16 (C): 0.00, atom 17 (H): 0.11, atom 18 (H): 0.10, atom 19 (H): 0.11, atom 20 (C): -0.01, atom 21 (H): 0.12, atom 22 (C): -0.09, atom 23 (C): -0.02, atom 24 (H): 0.07, atom 25 (F): 0.04, atom 26 (C): -0.04, atom 27 (H): 0.06, atom 28 (H): 0.09, atom 29 (C): -0.01, atom 30 (C): -0.09, atom 31 (H): 0.08, atom 32 (H): 0.12, atom 33 (H): 0.12, atom 34 (H): 0.11, atom 35 (C): -0.08, atom 36 (F): 0.05, atom 37 (N): 0.08, atom 38 (C): -0.05, atom 39 (C): -0.07, atom 40 (H): 0.07, atom 41 (H): 0.08, atom 42 (H): 0.08, atom 43 (C): -0.10, atom 44 (H): 0.10, atom 45 (C): -0.29, atom 46 (C): -0.25, atom 47 (C): -0.09, atom 48 (C): -0.11, atom 49 (H): 0.09, atom 50 (C): -0.16, atom 51 (H): 0.10, atom 52 (H): 0.03, atom 53 (H): 0.01, atom 54 (C): -0.29, atom 55 (H): 0.10, atom 56 (C): -0.28, atom 57 (F): 0.04, atom 58 (H): 0.11, atom 59 (C): -0.07, atom 60 (C): -0.09, atom 61 (H): 0.07, atom 62 (C): -0.10, atom 63 (C): -0.03, atom 64 (C): -0.42, atom 65 (H): 0.08, atom 66 (H): 0.10, atom 67 (H): 0.10, atom 68 (C): -0.09, atom 69 (H): 0.10

No. 4
The following is a quantum chemistry calculation of a molecular structure, C16H21B3Cl42FNO3, from the Open Molecules 2025 dataset.

Structure (XYZ):
```
87
Properties=species:S:1:pos:R:3:forces:R:3
H 2.1961 -3.5367 8.9370 0.01 -0.01 0.01
C -1.7135 -8.6726 -2.9155 -0.03 -0.06 0.03
H 2.4865 -1.5626 -9.7023 0.02 0.00 0.00
O 4.7263 -3.5513 -2.9136 -0.39 0.88 -0.16
Cl -5.5494 3.8870 1.8756 0.21 -0.40 0.29
Cl 4.2042 0.5967 8.1429 0.05 0.26 -0.15
Cl 0.0061 3.8461 6.5495 -0.01 0.35 -0.20
Cl 4.6129 1.9845 5.6211 -0.02 0.07 0.26
H 1.8216 -4.6175 -5.1031 -0.01 0.01 -0.04
Cl 2.6006 -0.6062 -7.5667 -0.01 0.05 -0.05
H 7.2065 1.3349 1.6278 0.02 0.05 -0.02
Cl 1.7409 -1.9481 7.2849 0.00 -0.08 0.01
C -8.3390 6.8700 -5.8780 -0.09 -0.01 -0.11
C 1.9163 -1.6804 -8.7912 -0.12 -0.05 0.15
H -7.7136 6.9438 -4.9994 0.01 0.01 -0.04
C -1.1851 -0.2334 -2.1644 -0.14 -0.20 -0.07
C -3.9874 3.1011 1.5684 -0.14 -0.11 -0.08
Cl -5.6454 6.0997 -0.0299 -0.05 0.46 -0.42
H -1.2463 -7.8451 -3.4344 0.01 0.01 0.00
H 4.7675 -1.5179 -0.7155 0.22 0.13 -0.18
B 4.6164 -2.9327 -5.5542 -0.21 -0.18 -1.49
Cl 0.0456 -2.7920 9.4787 0.05 -0.13 0.00
Cl -0.4507 -5.1296 -5.3531 0.02 0.00 0.02
O 5.8570 -2.8834 -4.9434 -1.01 0.00 0.04
Cl 1.4546 -6.2719 -3.4857 0.03 0.01 0.03
H 4.5123 -2.7619 -6.7188 0.31 -0.07 -0.09
F 6.9977 -3.3022 -3.0204 1.24 -0.19 0.68
Cl 0.2403 -1.2471 -9.1271 0.03 0.01 -0.03
Cl -0.0873 1.9878 3.4816 -0.10 0.08 -0.06
Cl 5.6705 1.7810 -0.0823 0.10 0.10 -0.01
Cl -3.0794 -8.0441 -1.9910 0.03 0.03 -0.02
Cl -5.4736 -4.2628 -0.4794 -0.02 0.07 0.02
C 2.8053 -1.7501 -1.3145 -0.26 1.14 0.03
Cl -0.5617 -1.4828 -1.0691 -0.42 0.07 -0.21
Cl 1.9160 1.4573 6.5741 0.19 -0.07 0.13
C -0.9429 1.8848 9.0834 -0.18 -0.06 0.15
Cl -0.2786 3.2443 9.9966 0.02 -0.02 0.01
H -1.1754 0.7162 -1.6443 0.00 -0.04 0.07
H -0.2530 1.6438 8.2850 0.00 0.01 0.03
Cl -5.8384 -1.8410 -2.0451 -0.26 -0.10 -0.13
N 3.8962 -1.0100 -0.6832 -0.46 -0.52 0.04
Cl -0.6504 5.7028 4.4200 0.01 0.03 0.04
C 3.5786 1.8315 7.0473 0.18 -0.17 -0.01
Cl 2.5572 0.8345 3.3398 -0.44 0.06 -0.25
H -0.9338 5.9843 6.7295 -0.01 0.01 0.00
Cl 5.3441 0.0563 2.2325 0.56 0.00 -0.16
C -1.0646 5.1551 6.0475 -0.12 -0.12 -0.04
C 2.8176 -1.7395 -2.8523 0.02 -1.28 0.47
Cl -5.7342 8.9459 -0.6018 0.04 -0.01 -0.05
H 1.8864 -1.2415 -1.0006 0.32 -0.18 -0.03
Cl -5.1590 -1.6347 0.7413 -0.03 -0.21 0.14
Cl -4.2251 1.3921 1.2021 0.04 0.16 0.01
Cl 0.6945 0.4706 1.1314 0.06 0.10 0.08
Cl -1.1029 0.4653 10.1181 0.04 0.07 -0.05
C -6.0287 -2.5885 -0.4611 0.18 0.06 -0.04
H 3.9710 -0.1239 -1.1595 0.40 0.12 0.12
Cl -7.5532 7.7547 -7.1869 0.02 -0.01 0.04
Cl 5.7634 2.9143 2.5890 0.06 -0.04 -0.09
H -7.0782 -2.5806 -0.2016 -0.02 -0.01 -0.01
Cl -0.5139 -9.3969 -1.8422 0.01 0.04 -0.03
Cl 2.0310 -3.3655 -8.2792 -0.01 -0.01 -0.05
Cl -2.7533 4.6434 6.1159 0.00 0.25 -0.21
Cl -2.8440 -0.6056 -2.6317 0.16 0.09 0.13
Cl -6.5997 7.0331 -2.6097 0.03 -0.02 0.02
H 1.7943 -1.9185 -3.1874 -0.05 0.06 -0.26
B 5.8497 -3.2604 -3.6246 0.56 -0.34 -0.02
Cl -9.9081 7.5801 -5.4965 0.04 0.00 0.03
C 6.1378 1.4958 1.5970 -0.19 -0.14 0.14
C 1.2511 1.5551 2.4101 -0.02 -0.15 0.10
H 3.5767 2.7789 7.5692 -0.02 0.02 -0.01
O 3.4430 -3.1480 -4.8691 0.99 0.51 0.55
C 1.2458 -5.5327 -5.0760 -0.12 -0.02 -0.09
C -5.4771 7.3348 -1.2759 -0.13 0.03 0.18
Cl -8.5081 5.1627 -6.2900 0.02 0.02 0.04
B 3.6915 -2.8500 -3.5202 -1.38 -0.32 0.28
Cl -3.1055 3.8891 0.2591 0.08 -0.05 0.07
H 1.6274 2.4586 1.9489 -0.03 0.03 0.00
H 3.1093 -0.7731 -3.2709 -0.05 0.16 0.11
H -3.3935 3.1779 2.4671 0.04 0.04 0.08
Cl -2.2607 -9.8412 -4.1190 0.03 0.04 -0.01
Cl -0.1670 -0.0849 -3.5978 0.00 0.10 0.00
Cl 1.8495 -6.5977 -6.3485 0.02 0.04 0.03
Cl 2.5903 -1.5070 10.0364 -0.15 -0.21 0.07
C 1.7087 -2.5715 8.9327 -0.06 0.08 0.05
H 2.7304 -2.7556 -0.9080 0.21 -0.16 -0.04
H -4.4695 7.2883 -1.6666 0.00 0.00 -0.04
Cl -2.4959 2.3160 8.3614 0.10 -0.23 0.24
```
Forces are in eV/Å.

Results
* gap between HOMO and LUMO: 9.2449 eV
* LUMO energy: 0.0007 hartree
* spin multiplicity: 1

Charge distribution, Löwdin scheme, values in e: atom 1 (H): 0.01, atom 2 (C): -1.56, atom 3 (H): 0.01, atom 4 (O): 0.37, atom 5 (Cl): 0.50, atom 6 (Cl): 0.52, atom 7 (Cl): 0.49, atom 8 (Cl): 0.50, atom 9 (H): -0.03, atom 10 (Cl): 0.55, atom 11 (H): 0.01, atom 12 (Cl): 0.52, atom 13 (C): -1.57, atom 14 (C): -1.53, atom 15 (H): -0.07, atom 16 (C): -1.50, atom 17 (C): -1.51, atom 18 (Cl): 0.48, atom 19 (H): -0.03, atom 20 (H): 0.06, atom 21 (B): -0.38, atom 22 (Cl): 0.51, atom 23 (Cl): 0.54, atom 24 (O): 0.32, atom 25 (Cl): 0.55, atom 26 (H): 0.09, atom 27 (F): 0.31, atom 28 (Cl): 0.53, atom 29 (Cl): 0.51, atom 30 (Cl): 0.54, atom 31 (Cl): 0.52, atom 32 (Cl): 0.53, atom 33 (C): -0.30, atom 34 (Cl): 0.55, atom 35 (Cl): 0.48, atom 36 (C): -1.57, atom 37 (Cl): 0.51, atom 38 (H): 0.01, atom 39 (H): -0.06, atom 40 (Cl): 0.51, atom 41 (N): 0.00, atom 42 (Cl): 0.52, atom 43 (C): -1.48, atom 44 (Cl): 0.48, atom 45 (H): 0.02, atom 46 (Cl): 0.51, atom 47 (C): -1.51, atom 48 (C): -0.06, atom 49 (Cl): 0.53, atom 50 (H): 0.01, atom 51 (Cl): 0.50, atom 52 (Cl): 0.50, atom 53 (Cl): 0.54, atom 54 (Cl): 0.52, atom 55 (C): -1.54, atom 56 (H): 0.02, atom 57 (Cl): 0.52, atom 58 (Cl): 0.51, atom 59 (H): 0.01, atom 60 (Cl): 0.51, atom 61 (Cl): 0.55, atom 62 (Cl): 0.51, atom 63 (Cl): 0.52, atom 64 (Cl): 0.55, atom 65 (H): 0.06, atom 66 (B): -0.78, atom 67 (Cl): 0.52, atom 68 (C): -1.51, atom 69 (C): -1.50, atom 70 (H): 0.02, atom 71 (O): 0.21, atom 72 (C): -1.54, atom 73 (C): -1.53, atom 74 (Cl): 0.52, atom 75 (B): -0.54, atom 76 (Cl): 0.51, atom 77 (H): 0.02, atom 78 (H): 0.13, atom 79 (H): 0.00, atom 80 (Cl): 0.52, atom 81 (Cl): 0.57, atom 82 (Cl): 0.53, atom 83 (Cl): 0.50, atom 84 (C): -1.53, atom 85 (H): 0.12, atom 86 (H): 0.01, atom 87 (Cl): 0.51